[1]
{
  "formula": "C53H50F8IN4O6",
  "method": "ωB97M-V/def2-TZVPD",
  "orbital_gap_ev": 7.57,
  "homo_ev": -10.7,
  "energy_ha": -3816.48263,
  "charge": 1,
  "symbols": ["C", "C", "C", "C", "C", "C", "N", "C", "N", "I", "C", "C", "O", "C", "C", "F", "F", "C", "F", "F", "C", "F", "F", "C", "F", "F", "N", "C", "C", "C", "C", "O", "C", "N", "C", "C", "C", "C", "C", "C", "H", "H", "H", "H", "H", "H", "H", "H", "H", "H", "H", "H", "H", "H", "H", "H", "H", "H", "H", "H", "H", "H", "H", "H", "H", "H", "H", "H", "H", "H", "H", "H", "H", "H", "C", "C", "C", "C", "C", "C", "C", "O", "C", "C", "C", "C", "C", "C", "C", "O", "H", "H", "H", "H", "H", "H", "H", "H", "C", "C", "C", "C", "C", "C", "C", "O", "C", "C", "C", "C", "C", "C", "C", "O", "H", "H", "H", "H", "H", "H", "H", "H"],
  "positions_angstrom": [[-4.56298, 3.27642, -3.10895], [-5.17614, 2.65634, -1.85165], [-4.37709, 3.05820, -0.59222], [-3.10286, 2.18124, -0.50787], [-3.29406, 0.95651, 0.40192], [-1.90300, 3.02337, -0.24041], [-1.25392, 3.55350, -1.27958], [-0.27376, 4.28155, -0.74310], [0.56303, 4.99954, -1.51658], [0.26151, 4.90369, -3.55010], [1.63756, 5.88715, -1.07889], [1.08161, 7.26347, -0.75834], [0.49232, 7.84237, -1.91247], [0.11110, 9.17987, -1.64883], [-1.39107, 9.39652, -1.93767], [-1.47598, 10.38946, -2.87157], [-1.97908, 8.32648, -2.48144], [-2.17962, 9.91261, -0.72418], [-3.41699, 10.26392, -1.12741], [-1.61039, 11.02729, -0.23462], [-2.29674, 8.89761, 0.45045], [-1.25971, 9.02990, 1.29932], [-2.36019, 7.61637, 0.02498], [-3.58149, 9.15462, 1.26935], [-3.59231, 10.41129, 1.73797], [-3.59110, 8.30644, 2.32517], [-0.27136, 4.21092, 0.60531], [0.54238, 4.74676, 1.66448], [1.80731, 3.89782, 2.01365], [2.03747, 2.64403, 1.14450], [3.03534, 2.85207, -0.02399], [3.98009, 1.81026, -0.05180], [3.70682, 0.78254, -0.99361], [-1.33541, 3.37804, 0.89405], [-1.73224, 2.98298, 2.22539], [-1.18219, 1.88106, 2.79253], [-1.57281, 1.58146, 4.05189], [-2.47683, 2.34368, 4.72167], [-3.01789, 3.45356, 4.14095], [-2.62854, 3.76856, 2.87204], [-4.76225, 4.34786, -3.12519], [-3.47744, 3.16020, -3.11075], [-4.91542, 2.78157, -4.00915], [-5.08493, 1.57391, -1.97586], [-6.22988, 2.90457, -1.75900], [-4.11466, 4.10562, -0.74689], [-5.00974, 2.92774, 0.28399], [-2.95779, 1.79642, -1.51343], [-3.84491, 1.27390, 1.29065], [-3.91279, 0.19976, -0.06820], [-2.34875, 0.55916, 0.75724], [2.34629, 5.95497, -1.89973], [2.19729, 5.52029, -0.22103], [0.28163, 7.15033, -0.01886], [1.89374, 7.87661, -0.35762], [0.28800, 9.47521, -0.61378], [0.68914, 9.83586, -2.29489], [-4.47970, 8.95485, 0.68622], [-0.03279, 4.86105, 2.57770], [0.86808, 5.74958, 1.42550], [1.75192, 3.57254, 3.05018], [2.68456, 4.54077, 1.96196], [2.53985, 1.91818, 1.78121], [1.11382, 2.16870, 0.81206], [2.52816, 2.99663, -0.98289], [3.60148, 3.76271, 0.18213], [3.30257, -0.11361, -0.51390], [4.65124, 0.50826, -1.45905], [3.01133, 1.09221, -1.77526], [-0.45024, 1.26698, 2.28950], [-1.16539, 0.73310, 4.58194], [-2.77941, 2.07898, 5.72323], [-3.71492, 4.08318, 4.66923], [-3.02733, 4.65811, 2.40356], [3.79255, -3.62389, 2.68453], [3.33727, -2.36516, 3.06143], [1.97840, -2.10236, 3.10288], [1.06701, -3.09249, 2.75658], [1.52573, -4.34927, 2.35494], [2.88980, -4.61308, 2.33207], [0.56739, -5.41031, 1.93427], [0.96176, -6.50316, 1.58413], [-0.88646, -5.09348, 1.94333], [-1.79207, -6.05016, 1.50386], [-3.14929, -5.77541, 1.51754], [-3.60867, -4.54593, 1.97831], [-2.70990, -3.58615, 2.41232], [-1.34622, -3.85168, 2.38860], [-0.39129, -2.80022, 2.82507], [-0.79077, -1.72154, 3.22366], [4.85433, -3.83108, 2.66282], [4.04518, -1.59061, 3.32643], [1.62271, -1.12605, 3.40322], [3.24406, -5.59135, 2.03721], [-1.43439, -7.00724, 1.14907], [-3.85273, -6.52062, 1.17073], [-4.67024, -4.33681, 1.99474], [-3.06540, -2.62833, 2.76715], [4.35354, -7.35525, -0.69673], [2.97943, -7.19079, -0.55002], [2.10594, -8.05043, -1.19259], [2.59994, -9.07161, -1.99330], [3.97889, -9.22266, -2.15808], [4.85266, -8.36791, -1.49883], [4.52933, -10.28215, -3.04885], [5.72703, -10.41605, -3.18825], [3.57215, -11.16651, -3.76961], [4.06184, -12.12509, -4.64738], [3.18545, -12.96335, -5.31513], [1.81493, -12.85368, -5.10268], [1.32074, -11.89672, -4.23282], [2.19488, -11.04446, -3.57018], [1.64558, -9.99879, -2.66349], [0.44994, -9.89950, -2.47819], [5.03684, -6.68760, -0.18630], [2.59182, -6.39685, 0.06426], [1.03813, -7.92743, -1.07476], [5.92007, -8.49482, -1.61809], [5.12762, -12.21146, -4.80888], [3.56876, -13.70638, -6.00210], [1.13234, -13.51461, -5.62059], [0.25559, -11.80692, -4.06944]]
}


[2]
{
  "formula": "C53H50N3O5PS3Ti",
  "method": "ωB97M-V/def2-TZVPD",
  "orbital_gap_ev": 6.87,
  "homo_ev": -13.3,
  "relative_energy_ev": 0.113,
  "energy_ha": -4975.23939,
  "charge": 2,
  "symbols": ["Ti", "C", "C", "S", "C", "C", "S", "C", "C", "S", "H", "H", "H", "H", "H", "H", "H", "H", "H", "H", "H", "H", "O", "C", "C", "O", "O", "C", "C", "C", "C", "C", "C", "C", "C", "C", "C", "C", "C", "H", "H", "H", "H", "H", "H", "H", "H", "H", "H", "H", "N", "C", "C", "C", "C", "C", "C", "P", "C", "C", "C", "C", "C", "C", "C", "C", "C", "C", "C", "C", "H", "H", "H", "H", "H", "H", "H", "H", "H", "H", "H", "H", "H", "H", "H", "H", "O", "C", "N", "C", "C", "O", "N", "C", "C", "C", "C", "C", "C", "C", "C", "C", "C", "C", "C", "H", "H", "H", "H", "H", "H", "H", "H", "H", "H", "H"],
  "positions_angstrom": [[-0.49281, 1.35764, 0.50971], [0.00724, 0.44367, 4.19950], [-1.34806, -0.20905, 4.41506], [-2.10842, -0.75727, 2.85912], [-3.78535, -0.06779, 2.95870], [-4.11198, 1.03779, 1.95335], [-2.83131, 2.29579, 1.69380], [-2.57041, 2.81006, 3.41981], [-1.11198, 3.04816, 3.78245], [0.09052, 1.88090, 3.09952], [0.44574, 0.75538, 5.14882], [0.69869, -0.26286, 3.74060], [-1.19261, -1.08534, 5.04592], [-2.02979, 0.45359, 4.94522], [-4.47846, -0.88603, 2.77081], [-3.95489, 0.24996, 3.98578], [-4.29124, 0.62532, 0.96237], [-5.01542, 1.56978, 2.25597], [-3.14739, 3.72110, 3.58286], [-2.99436, 2.03366, 4.04534], [-0.76977, 4.02422, 3.43473], [-0.98423, 3.05439, 4.86602], [-1.64376, -0.26949, -0.13858], [-2.40611, -0.22244, -1.37933], [-2.23018, 1.23043, -1.82734], [-2.71190, 1.71404, -2.80435], [-1.46785, 1.92483, -0.96592], [-3.85984, -0.56071, -1.04078], [-4.93673, 0.08111, -1.63610], [-6.23510, -0.28191, -1.29631], [-6.46825, -1.29335, -0.37920], [-5.39107, -1.96152, 0.19176], [-4.09595, -1.59806, -0.13662], [-1.90521, -1.22058, -2.42900], [-1.87579, -0.89662, -3.78095], [-1.59468, -1.87048, -4.72935], [-1.32232, -3.17236, -4.34850], [-1.35904, -3.50498, -3.00107], [-1.67372, -2.54475, -2.05419], [-1.25910, -1.18214, 0.09381], [-4.77564, 0.85696, -2.36875], [-7.06531, 0.23071, -1.76161], [-7.47958, -1.57718, -0.12413], [-5.56034, -2.77505, 0.88454], [-3.27145, -2.13252, 0.31964], [-2.10308, 0.10470, -4.11082], [-1.59294, -1.59947, -5.77668], [-1.10907, -3.92904, -5.09084], [-1.18177, -4.52326, -2.68228], [-1.76355, -2.86391, -1.02800], [-0.23265, 3.60192, 0.68872], [-0.02976, 4.36926, -0.53946], [-0.56463, 5.63597, -0.67671], [-0.27499, 6.36899, -1.81820], [0.57064, 5.84679, -2.78924], [1.09915, 4.57387, -2.64030], [0.76204, 3.81092, -1.52757], [1.36878, 2.14254, -1.18604], [1.21015, 1.09111, -2.63931], [1.72124, -0.20594, -2.52208], [1.79232, -1.02800, -3.63269], [1.34871, -0.56179, -4.86299], [0.79127, 0.70254, -4.97182], [0.70602, 1.52912, -3.86116], [3.14927, 2.42130, -0.94488], [4.11883, 1.78509, -1.71328], [5.46033, 2.10300, -1.53532], [5.83498, 3.05545, -0.60444], [4.86705, 3.70379, 0.15599], [3.53495, 3.38751, -0.01380], [-1.06148, 3.98179, 1.14088], [0.55219, 3.78674, 1.31633], [-1.19202, 6.05705, 0.09965], [-0.69223, 7.35865, -1.93814], [0.81830, 6.43243, -3.66322], [1.77247, 4.17504, -3.38743], [2.10900, -0.55481, -1.57006], [2.20562, -2.02284, -3.53827], [1.41995, -1.19654, -5.73564], [0.41841, 1.05125, -5.92512], [0.25317, 2.50608, -3.95262], [3.84050, 1.05817, -2.46215], [6.20882, 1.60937, -2.13899], [6.87911, 3.30429, -0.47557], [5.15562, 4.45444, 0.87799], [2.79264, 3.89839, 0.58832], [2.44932, 1.24885, 1.56666], [2.10312, 0.11056, 1.31976], [2.83819, -1.01659, 1.38482], [2.01271, -2.21431, 1.33777], [0.68484, -1.57935, 0.91474], [-0.33036, -2.21946, 0.70005], [0.78574, -0.21148, 0.91285], [2.53630, -3.23453, 0.34244], [3.61245, -4.02972, 0.72270], [4.16590, -4.93227, -0.16964], [3.63672, -5.06046, -1.44787], [2.55654, -4.27812, -1.82447], [2.00946, -3.36088, -0.93604], [1.78113, -2.81803, 2.72676], [2.33108, -2.25665, 3.87154], [2.07819, -2.82327, 5.11779], [1.26942, -3.94229, 5.22138], [0.71956, -4.50537, 4.07416], [0.97791, -3.95123, 2.83331], [3.79523, -1.00481, 1.69792], [4.01259, -3.95758, 1.72753], [5.00130, -5.54571, 0.13684], [4.05738, -5.77612, -2.13995], [2.12158, -4.39106, -2.80924], [1.14815, -2.78314, -1.24612], [2.97388, -1.38815, 3.81085], [2.53076, -2.39482, 6.00188], [1.08118, -4.38760, 6.18830], [0.09899, -5.38741, 4.14798], [0.56252, -4.39796, 1.93946]]
}